{"formula": "C42H86N2O22S7", "method": "the ωB97M-V functional and the def2-TZVPD basis", "mol_weight_g_mol": 1195.6, "de_lowest_kcal_mol": 1756.69, "lumo_ev": -0.2717, "gap_ha": 0.28662, "homo_ev": -8.0709, "symbols": ["C", "C", "O", "N", "C", "H", "H", "H", "H", "H", "H", "H", "C", "C", "O", "N", "C", "H", "H", "H", "H", "H", "H", "H", "C", "C", "O", "C", "O", "O", "C", "H", "H", "H", "H", "H", "H", "H", "H", "C", "C", "O", "C", "O", "O", "C", "H", "H", "H", "H", "H", "H", "H", "H", "C", "C", "C", "S", "O", "O", "C", "H", "H", "H", "H", "H", "H", "H", "H", "C", "C", "C", "S", "O", "O", "C", "H", "H", "H", "H", "H", "H", "H", "H", "C", "C", "C", "S", "O", "O", "C", "H", "H", "H", "H", "H", "H", "H", "H", "C", "C", "C", "S", "O", "O", "C", "H", "H", "H", "H", "H", "H", "H", "H", "C", "C", "C", "S", "O", "O", "C", "H", "H", "H", "H", "H", "H", "H", "H", "C", "C", "C", "S", "O", "O", "C", "H", "H", "H", "H", "H", "H", "H", "H", "C", "C", "C", "S", "O", "O", "C", "H", "H", "H", "H", "H", "H", "H", "H"], "xyz": [[0.4466, -0.3476, -1.8688], [0.8534, 0.0505, -0.4940], [1.9973, -0.1796, -0.1137], [-0.1259, 0.5008, 0.3409], [-0.0105, 0.8987, 1.7781], [0.9965, -1.2194, -2.2232], [0.6415, 0.5120, -2.5100], [-0.5594, -0.7257, -2.0507], [-1.0864, 0.4534, 0.0322], [-0.9656, 1.0987, 2.2637], [0.6000, 1.7903, 1.9209], [0.4839, 0.0829, 2.3056], [-1.5876, -0.4729, 5.5022], [-0.3217, 0.4630, 5.4358], [0.1700, 0.7995, 6.4721], [-0.0413, 0.9111, 4.2236], [1.0379, 1.8095, 3.9506], [-1.1869, -1.3956, 5.9221], [-1.9400, -0.8208, 4.5312], [-2.4383, -0.1334, 6.0931], [-0.6714, 0.5922, 3.5014], [0.7112, 2.3367, 3.0543], [1.9495, 1.2844, 3.6655], [1.1254, 2.5161, 4.7759], [-3.6779, 3.6928, -1.3221], [-2.7254, 3.0521, -0.2012], [-2.9312, 1.6615, -0.0113], [-2.2563, 0.8687, -0.7479], [-1.4460, 1.2305, -1.5760], [-2.6585, -0.4112, -0.5016], [-2.2824, -1.4980, -1.3335], [-3.4042, 4.5924, -1.8734], [-4.6805, 3.8793, -0.9372], [-3.7988, 2.9141, -2.0751], [-2.8125, 3.4612, 0.8054], [-1.6891, 3.2986, -0.4320], [-1.4432, -1.2645, -1.9887], [-3.2301, -1.6213, -1.8576], [-2.0008, -2.3798, -0.7579], [2.2726, -0.2202, 3.2776], [2.2017, -0.8457, 1.8729], [3.2049, -1.8927, 1.7744], [2.9706, -3.1230, 2.2585], [1.9717, -3.4166, 3.0129], [4.0250, -3.9102, 1.9567], [4.1918, -5.2406, 2.5625], [1.5245, 0.5153, 3.5731], [3.2762, 0.1424, 3.5000], [2.0877, -1.0008, 4.0156], [2.5880, -0.0881, 1.1911], [1.1986, -1.1790, 1.6067], [3.9642, -5.9569, 1.7730], [3.4930, -5.4023, 3.3833], [5.1333, -5.4423, 3.0733], [-1.9621, 1.8385, 2.5849], [-2.3798, 2.2995, 3.9912], [-3.3581, 1.2567, 4.4880], [-4.3797, 0.9143, 2.9562], [-5.6045, 1.7392, 3.0406], [-4.4272, -0.5384, 2.7387], [-3.2828, 1.6780, 1.7416], [-1.4490, 0.8788, 2.6468], [-1.3602, 2.6626, 2.2020], [-2.8012, 3.2995, 3.8895], [-1.5203, 2.4435, 4.6460], [-3.9196, 1.3458, 5.4180], [-2.7397, 0.3818, 4.6886], [-3.7354, 2.6599, 1.6034], [-3.1548, 1.0896, 0.8331], [-1.2231, -3.8338, 3.1604], [-2.3927, -3.1277, 3.7061], [-3.0200, -2.1515, 2.7290], [-1.6411, -1.6317, 1.7438], [-1.1478, -0.3478, 2.3471], [-1.8653, -1.6687, 0.2973], [-0.3697, -2.8041, 2.3767], [-1.6099, -4.5931, 2.4808], [-0.6802, -4.2039, 4.0300], [-2.0377, -2.5568, 4.5641], [-3.1837, -3.7436, 4.1340], [-3.4877, -1.1969, 2.9701], [-3.6109, -2.7937, 2.0759], [0.2698, -2.1819, 3.0027], [0.1345, -3.2432, 1.5158], [0.4723, 2.4035, -4.2086], [0.1041, 1.1890, -3.2494], [-1.2644, 0.6729, -3.5976], [-2.1370, 2.2177, -3.9282], [-2.4194, 2.9590, -2.7227], [-3.1915, 1.9559, -4.9482], [-0.7691, 3.0231, -4.8036], [1.1212, 2.0467, -5.0085], [1.1271, 3.1319, -3.7304], [0.1932, 1.6181, -2.2514], [0.8692, 0.4205, -3.1390], [-1.7278, -0.0474, -2.9233], [-1.1805, 0.0727, -4.5036], [-0.8863, 4.0887, -4.6067], [-0.8670, 2.8079, -5.8676], [0.6606, 3.2620, -1.2951], [0.4986, 3.0471, 0.3122], [0.0039, 4.3774, 1.0501], [0.1077, 5.7194, -0.1987], [1.0647, 6.7254, 0.1833], [-1.2247, 6.1284, -0.5193], [0.9276, 4.7433, -1.5118], [-0.2934, 3.1510, -1.8104], [1.1704, 2.4372, -1.7930], [1.5354, 2.9167, 0.6223], [-0.0408, 2.1509, 0.6184], [0.7457, 4.7252, 1.7690], [-0.9739, 4.4452, 1.5269], [1.9360, 5.0586, -1.2436], [0.5154, 5.0580, -2.4705], [-1.8216, -2.7009, -3.1473], [-1.2468, -1.5454, -3.9158], [-0.3279, -2.1681, -5.0784], [0.5384, -3.5960, -4.2919], [1.7539, -3.0917, -3.7132], [0.4531, -4.8308, -5.0678], [-0.7030, -3.7403, -2.9129], [-2.5776, -3.2551, -3.7036], [-2.3602, -2.4092, -2.2457], [-0.6604, -0.8418, -3.3250], [-1.9584, -0.7884, -4.2456], [0.3517, -1.4993, -5.6064], [-0.9636, -2.5614, -5.8717], [-0.1114, -3.3183, -2.1005], [-1.0762, -4.7473, -2.7262], [3.3547, 0.4344, -2.2044], [3.7817, 1.1655, -3.4842], [4.3431, 2.6162, -3.1095], [3.5152, 3.1018, -1.4637], [2.5375, 4.1623, -1.8628], [4.4685, 3.2713, -0.3866], [2.5463, 1.4393, -1.2954], [4.1314, -0.0715, -1.6310], [2.6852, -0.2956, -2.6593], [2.8422, 1.2574, -4.0291], [4.3634, 0.5355, -4.1573], [4.2972, 3.4351, -3.8274], [5.3607, 2.3576, -2.8169], [1.6426, 1.7859, -1.7966], [2.4953, 1.2067, -0.2317], [1.5522, -2.9675, 0.0619], [2.6184, -2.6332, -0.9987], [2.4945, -3.5252, -2.1471], [2.1688, -5.1905, -1.4232], [3.4124, -5.9426, -1.1428], [0.9702, -5.8656, -2.0222], [1.6533, -4.4768, 0.2945], [0.5008, -2.7472, -0.1229], [1.6886, -2.4171, 0.9928], [3.4755, -2.7281, -0.3320], [2.5484, -1.6070, -1.3597], [3.3238, -3.6912, -2.8347], [1.5314, -3.3957, -2.6408], [2.3871, -4.7707, 1.0449], [0.7379, -4.9467, 0.6542]]}

=====

{"formula": "C42H89N3O4PS", "method": "the ωB97M-V functional and the def2-TZVPD basis", "mol_weight_g_mol": 763.2, "de_lowest_kcal_mol": 0.00, "lumo_ev": -3.0759, "gap_ha": 0.26435, "homo_ev": -10.2691, "charge": 1, "symbols": ["C", "C", "C", "C", "C", "C", "C", "C", "C", "C", "C", "C", "C", "C", "C", "C", "C", "C", "C", "C", "C", "C", "N", "N", "C", "C", "C", "P", "S", "C", "N", "H", "H", "H", "H", "H", "H", "H", "H", "H", "H", "H", "H", "H", "H", "H", "H", "H", "H", "H", "H", "H", "H", "H", "H", "H", "H", "H", "H", "H", "H", "H", "H", "H", "H", "H", "H", "H", "H", "H", "H", "H", "H", "H", "H", "H", "H", "H", "H", "H", "H", "H", "H", "H", "H", "H", "H", "H", "C", "C", "C", "O", "C", "H", "H", "H", "H", "H", "H", "H", "H", "C", "C", "C", "O", "C", "H", "H", "H", "H", "H", "H", "H", "H", "C", "C", "C", "O", "C", "H", "H", "H", "H", "H", "H", "H", "H", "C", "C", "C", "O", "C", "H", "H", "H", "H", "H", "H", "H", "H"], "xyz": [[-0.8871, 0.8670, 1.9732], [-1.2442, 2.3357, 1.6896], [-0.0866, 3.1894, 1.1220], [-0.3292, 3.6882, -0.3171], [-0.2311, 5.1956, -0.5658], [1.1473, 5.7526, -0.9208], [2.3037, 5.4038, 0.0183], [3.1236, 4.1540, -0.2905], [3.6525, 4.0320, -1.7264], [5.0557, 3.4272, -1.7925], [6.1276, 4.4771, -1.5077], [7.5219, 4.0362, -1.0890], [7.6497, 3.4293, 0.3049], [7.3768, 1.9199, 0.4475], [6.3741, 1.5568, 1.5401], [5.6967, 0.1817, 1.4519], [6.5811, -0.9338, 0.9156], [5.8938, -2.2987, 0.8185], [5.5703, -2.8845, 2.1900], [5.1288, -4.3525, 2.2448], [3.7186, -4.7821, 1.7547], [3.8238, -5.5948, 0.4467], [4.4102, -4.9226, -0.6826], [3.1761, -5.7729, 2.7788], [1.8631, -6.4291, 2.4263], [0.8262, -5.4910, 1.7783], [1.2914, -4.1021, 1.2647], [0.8820, -3.9476, -0.5142], [-1.0183, -3.8875, -0.8762], [2.6847, -3.6511, 1.7242], [2.5118, -2.9893, 3.0323], [-1.7229, 0.2034, 1.7489], [-0.0406, 0.5366, 1.3712], [-0.6459, 0.7070, 3.0236], [-1.5655, 2.7859, 2.6257], [-2.0786, 2.3734, 0.9996], [0.8420, 2.6164, 1.1591], [0.0702, 4.0521, 1.7718], [-1.3260, 3.3708, -0.6213], [0.3630, 3.1891, -1.0029], [-0.6331, 5.7415, 0.2910], [-0.8826, 5.4229, -1.4114], [1.3841, 5.4736, -1.9500], [1.0568, 6.8399, -0.9247], [2.9989, 6.2453, 0.0405], [1.9139, 5.3144, 1.0355], [3.9797, 4.1722, 0.3926], [2.5600, 3.2519, -0.0426], [3.6827, 5.0218, -2.1871], [2.9658, 3.4061, -2.2959], [5.2305, 3.0158, -2.7869], [5.0948, 2.5975, -1.0798], [5.7573, 5.1807, -0.7560], [6.2357, 5.0600, -2.4257], [8.1399, 4.9348, -1.1040], [7.9595, 3.3598, -1.8288], [6.9976, 3.9836, 0.9864], [8.6669, 3.6192, 0.6463], [8.3256, 1.4299, 0.6637], [7.0331, 1.5307, -0.5154], [6.8818, 1.5992, 2.5070], [5.6029, 2.3280, 1.5746], [4.7813, 0.2422, 0.8551], [5.3767, -0.0757, 2.4642], [6.9481, -0.6618, -0.0739], [7.4698, -1.0451, 1.5448], [4.9949, -2.1894, 0.2060], [6.5761, -2.9727, 0.2947], [6.4991, -2.8463, 2.7641], [4.8778, -2.2267, 2.7071], [5.2480, -4.6868, 3.2816], [5.8666, -4.9292, 1.6828], [2.8448, -5.9596, 0.1495], [4.4216, -6.4862, 0.6587], [3.9835, -4.0364, -0.9057], [5.4074, -4.7917, -0.6071], [3.1060, -5.3087, 3.6849], [3.8835, -6.5010, 2.8833], [2.0947, -7.2864, 1.8040], [1.4617, -6.8237, 3.3561], [0.3727, -6.0355, 0.9534], [0.0236, -5.3356, 2.4922], [0.5929, -3.3634, 1.6626], [1.6346, -2.8374, -0.9246], [1.5155, -5.0303, -1.1379], [3.0416, -2.8881, 1.0330], [1.7080, -3.3363, 3.5439], [3.3108, -3.0545, 3.6489], [-5.5852, -1.4859, -3.4833], [-5.0297, -2.5576, -2.5458], [-4.1645, -1.7220, -1.6096], [-4.7941, -0.4469, -1.5163], [-5.8037, -0.3268, -2.5183], [-6.4991, -1.7826, -3.9952], [-4.8419, -1.2198, -4.2375], [-5.8419, -3.0320, -1.9911], [-4.4638, -3.3367, -3.0554], [-3.1539, -1.5969, -2.0146], [-4.0816, -2.1493, -0.6087], [-6.7880, -0.3909, -2.0430], [-5.7111, 0.6514, -2.9914], [-6.4173, 3.5912, 0.3211], [-6.7263, 3.1168, 1.7419], [-5.3675, 2.6045, 2.2033], [-4.3920, 3.3997, 1.5304], [-5.0176, 4.1619, 0.4915], [-7.1239, 4.3240, -0.0634], [-6.3980, 2.7417, -0.3661], [-7.0367, 3.9627, 2.3588], [-7.5035, 2.3556, 1.7931], [-5.2257, 1.5529, 1.9267], [-5.2148, 2.6998, 3.2795], [-5.0575, 5.2112, 0.8023], [-4.4093, 4.0944, -0.4118], [-10.5891, 6.1945, -2.5448], [-9.5147, 6.9810, -3.2965], [-8.3660, 6.9598, -2.2960], [-8.4858, 5.7276, -1.5815], [-9.7539, 5.1274, -1.8488], [-11.3556, 5.7701, -3.1911], [-11.0789, 6.8343, -1.8082], [-9.2329, 6.4563, -4.2118], [-9.8179, 7.9920, -3.5630], [-8.4415, 7.7922, -1.5887], [-7.3832, 6.9961, -2.7663], [-9.6078, 4.2548, -2.4951], [-10.1868, 4.7895, -0.9064], [-1.0295, -8.1086, -0.8561], [-2.3012, -8.1992, -1.6994], [-3.2808, -8.8133, -0.7053], [-2.8845, -8.3362, 0.5852], [-1.6052, -7.7319, 0.5048], [-0.3139, -7.3735, -1.2306], [-0.5348, -9.0814, -0.8091], [-2.6282, -7.1999, -1.9920], [-2.1861, -8.8001, -2.5994], [-3.2272, -9.9061, -0.7150], [-4.3136, -8.5160, -0.8816], [-1.7171, -6.6438, 0.5874], [-0.9985, -8.0899, 1.3450]]}